{
  "formula": "C42H110O13S5",
  "method": "wB97M-V/def2-TZVPD",
  "symbols": ["H", "H", "C", "H", "H", "H", "C", "H", "C", "C", "H", "C", "H", "H", "O", "C", "H", "C", "H", "H", "H", "S", "H", "H", "C", "C", "C", "H", "H", "H", "H", "C", "O", "H", "H", "H", "H", "C", "H", "O", "C", "H", "H", "H", "H", "H", "C", "H", "O", "H", "S", "H", "H", "H", "H", "H", "S", "H", "H", "H", "H", "C", "H", "H", "H", "S", "H", "H", "C", "H", "H", "H", "H", "H", "H", "H", "H", "H", "H", "H", "C", "C", "C", "H", "H", "H", "H", "H", "H", "H", "C", "H", "C", "O", "H", "O", "C", "H", "C", "H", "C", "H", "H", "H", "H", "H", "O", "C", "H", "H", "H", "H", "H", "H", "H", "H", "H", "H", "H", "C", "H", "C", "H", "H", "H", "H", "H", "C", "H", "C", "C", "O", "H", "O", "H", "C", "H", "H", "H", "H", "H", "H", "H", "H", "H", "C", "H", "H", "H", "S", "C", "O", "H", "O", "C", "C", "C", "O", "C", "C", "H", "H", "O", "H", "H", "C", "C", "H", "C", "C"],
  "coordinates": [[-0.0720, 5.2989, 1.8650], [3.3805, -2.5890, -3.0030], [-0.1710, 2.2619, -3.8496], [-3.1492, 0.7416, -2.2959], [-1.9716, 3.4159, 5.5111], [-0.7285, 3.8497, 1.1809], [-1.4746, 3.9410, 3.4973], [0.1375, -3.2581, 1.3854], [1.2655, -1.3274, -6.7841], [5.2772, -2.3322, 3.4042], [-5.4291, -4.8712, -2.2504], [4.3251, 5.0860, -0.9705], [-1.1804, -1.1957, -4.6771], [1.5805, 2.7108, 0.3281], [0.5581, 0.4471, -5.2265], [-1.5317, -2.0038, -4.0785], [1.7674, 1.7279, 4.2174], [1.6596, 0.0193, -0.5855], [1.1236, -4.6745, -2.6714], [1.1557, 0.7334, -3.2712], [-2.6576, 1.8777, 1.0377], [0.2172, -0.1760, 0.4707], [4.2248, 1.8718, 4.6777], [-5.3995, 0.2592, -4.3562], [5.0287, 0.6694, -0.9649], [-0.9834, 4.8495, 1.5091], [-2.0043, -1.1748, 6.3967], [0.6592, -2.1877, -6.4607], [6.1987, 6.0474, -0.6800], [5.8276, -0.1802, -2.7225], [-2.5432, 5.0613, 5.0326], [-4.7881, -0.1021, -3.5111], [-1.3343, -2.5003, 4.3067], [0.1314, 2.7525, -2.9141], [-1.9911, -3.3100, 0.6711], [-6.8310, -1.5538, -3.4442], [3.8429, 5.5211, -0.0308], [-1.0017, -0.5103, -0.8130], [2.4858, 0.2234, -6.0549], [-5.7840, 0.8090, 1.7329], [2.4887, 3.6352, -1.3592], [3.5732, -4.3063, -2.5930], [-4.2152, 1.8367, -3.1191], [-1.0393, -3.9819, -3.5488], [1.8666, 3.4114, 3.6310], [4.5933, -1.5025, 3.3881], [1.5634, -3.8415, -3.1983], [-1.1877, 0.1416, 3.0009], [-5.0189, -4.1686, -0.3653], [8.1551, 2.5586, 0.6789], [6.7487, -1.8718, 2.4359], [5.8639, 0.7738, 1.4620], [-1.8412, 6.5780, 0.3913], [4.0040, 5.7087, -1.8354], [-3.4674, -2.6565, 1.3162], [-2.3471, -2.5482, -4.5009], [-2.2829, -1.3700, 4.6341], [4.5237, 3.5264, 3.8074], [-1.3421, 2.9451, 3.0798], [-5.1781, -1.0492, 1.2208], [-0.6530, 5.6473, -0.4518], [-5.4442, -5.2369, -1.2117], [-3.7689, 1.0535, 0.0405], [5.2607, 1.5506, -2.7913], [-1.1404, 1.7741, -3.6637], [3.4153, 2.0287, 2.4938], [2.7009, -3.2634, -1.4300], [-7.4043, 0.1209, -3.1897], [-2.3881, 4.0510, 4.6902], [-3.0464, -4.3799, 1.5756], [-3.0443, 0.9082, -4.0916], [-2.9428, 0.2219, 1.3725], [1.1834, 2.1172, 2.5809], [-8.5560, -1.6261, -1.6649], [0.2376, -4.1076, 2.9013], [-2.5930, -0.3884, 6.8688], [2.2292, -2.6731, 4.1299], [-7.4144, -5.9184, -1.7408], [2.2140, -1.6759, -7.1925], [-0.9860, -0.9530, 6.5641], [6.2111, -2.6688, 0.9725], [1.9096, 2.3421, 3.3489], [-1.5040, 5.5492, 0.2260], [-6.8910, -6.3602, -0.1276], [-6.9973, -1.9994, -0.9843], [-0.2774, 3.0425, -4.6291], [-1.1777, 0.3897, -1.3969], [2.4388, 2.6409, -1.8408], [-7.6871, -0.4068, -0.7481], [-6.8489, -2.2353, 2.8083], [6.3311, 1.5205, 0.8290], [5.1611, -2.5002, 0.8503], [-0.5094, -3.1055, -3.9563], [-0.1203, 1.1672, 1.0305], [-4.8293, 2.5741, 1.8038], [0.6192, -2.7452, -3.2205], [5.8090, 5.0347, -0.7905], [8.2366, 0.9926, 1.4876], [7.6777, 1.8843, 1.3642], [-1.9035, -0.8477, -0.3183], [-6.9130, -0.7147, -2.7227], [2.5489, -1.4148, 2.9527], [6.1355, 4.5247, 0.1629], [-3.0462, -4.5430, -0.9971], [6.6953, -2.1548, 0.1311], [-7.4261, -0.6070, 3.3409], [2.7486, -3.1653, 0.7278], [-3.0448, -3.5246, 0.8727], [-4.9256, -0.6292, 2.9249], [-0.6801, -1.2996, -1.5058], [0.4392, -5.0324, 1.4091], [-0.2445, -3.3278, -4.9991], [0.7764, -0.7780, -7.5978], [4.1224, 0.1354, -2.7908], [6.3562, -3.7346, 1.0538], [6.3387, 4.5820, -1.6517], [-7.3484, -4.6008, -0.5692], [5.5385, 2.0817, 3.5934], [-2.3548, 4.9575, -0.2229], [4.5381, 2.4114, 3.7816], [-4.7308, -6.0608, -1.1646], [5.0603, 0.5206, -2.4614], [5.6675, 2.3674, 0.8380], [-7.7401, -1.1204, 1.6928], [1.9129, -0.9085, -1.1345], [-3.2909, 3.6229, 4.3624], [1.8130, 1.8880, -4.4545], [-7.5774, -1.1995, -1.4584], [2.2107, 4.3957, -2.1763], [-5.6338, -0.5906, 2.0904], [-7.0004, -1.1831, 2.4812], [-1.9456, 4.7863, 2.4888], [4.6306, -0.2613, -0.4845], [7.8876, -2.6582, 2.9052], [-2.1791, 0.9434, 4.3085], [-3.4708, 1.1390, 1.0882], [-0.5851, 0.3175, 4.6079], [4.2858, 1.4367, -0.6944], [1.5486, 0.8685, -1.2555], [-2.4086, -2.1714, 6.7062], [-4.3758, 1.3400, 3.0577], [-4.3255, -1.0401, -3.8139], [-1.9273, -1.6133, -3.0971], [1.9895, -0.9499, -4.7688], [-3.5680, -2.9292, -1.1437], [1.5869, 3.6829, -0.1714], [2.4188, 0.2212, 0.1717], [1.8729, -4.1741, -4.1940], [0.6129, 3.7616, -0.6252], [2.3125, -3.6862, 2.0550], [1.9899, -2.3361, 3.0929], [6.3224, 1.0382, -0.5022], [5.5665, -2.5734, 4.4281], [3.4174, 0.5510, 2.2927], [-1.5104, 0.1187, 4.0594], [-3.6714, -3.7945, -0.4666], [1.6482, -0.3820, -5.6552], [-5.6035, -0.2910, -2.3469], [-3.7004, 0.8928, -3.2400], [-4.5976, 1.5367, 2.0101], [7.4736, 2.3741, 2.3348], [0.9494, -2.0269, 3.1646], [3.9123, 3.7538, -1.1545], [-0.4302, 4.1962, 3.8161], [4.8779, -3.2571, 3.0039], [-6.8895, -5.5637, -0.8575], [2.9116, -3.4397, -2.5087], [1.7084, 4.5112, 0.5326], [0.9233, 1.2974, -4.1884], [0.6075, -4.0834, 1.9020]],
  "forces_ev_per_a": [[0.52, 0.53, 0.32], [-0.09, 0.07, 0.08], [-0.46, 0.69, 0.03], [-0.18, -0.36, -0.51], [-0.41, 0.56, -0.44], [0.25, -0.61, 0.07], [1.11, 0.57, 0.91], [-0.13, 0.16, -0.24], [-0.10, 0.22, 0.14], [0.73, -0.54, 0.41], [0.15, -0.04, 0.00], [-0.62, 0.14, 1.02], [0.09, 0.65, -0.50], [0.13, 0.35, 0.26], [0.22, -0.60, -1.00], [-0.30, -0.16, 1.96], [0.15, -0.49, 0.40], [0.19, -0.31, 0.44], [-0.24, -0.39, 0.20], [0.17, -0.23, -0.27], [-0.22, 0.09, 0.41], [-0.03, -0.91, -0.80], [-0.13, 0.51, 0.24], [0.09, -0.10, 0.22], [-0.70, -0.50, 0.96], [-0.50, 0.32, -2.55], [-2.09, -0.56, -0.16], [0.17, 0.43, -0.20], [0.01, 0.16, -0.13], [0.58, -0.19, -0.43], [0.11, 0.30, 0.00], [-0.17, -0.32, 0.42], [-0.53, 0.48, -0.10], [-0.19, 0.10, -0.17], [0.02, 0.12, 0.13], [-0.10, 0.36, 0.13], [0.45, -0.34, -1.05], [0.21, -0.33, -0.24], [-0.32, 0.15, 0.50], [-0.34, -0.62, 0.47], [1.51, 0.35, -2.08], [0.02, 0.13, 0.07], [0.25, 0.60, -0.09], [0.46, -0.11, 0.16], [-0.08, -0.45, -0.19], [-0.36, 0.20, -0.15], [1.51, 1.14, 0.36], [-0.77, -0.28, 0.36], [-0.24, -0.50, 0.36], [0.48, 0.43, -0.15], [-0.97, 0.70, 0.41], [-0.08, -0.33, 0.32], [-0.12, -0.21, 0.25], [0.26, -0.23, 0.35], [-0.47, 0.67, 0.67], [-0.94, 0.18, -0.77], [0.88, -0.84, -0.51], [0.03, -0.77, 0.60], [-0.41, -0.55, 0.13], [-0.03, -0.65, -0.10], [-0.23, -0.28, -0.24], [-0.04, 1.14, -0.69], [-0.49, -0.18, 0.15], [-0.03, -0.56, -0.70], [0.40, 0.12, -0.18], [0.07, -0.32, -0.90], [0.51, 0.13, -0.75], [-0.56, 0.34, -0.28], [1.30, -1.28, 0.42], [-0.32, 0.41, -0.44], [0.43, 0.20, -0.25], [-0.37, -0.09, 0.04], [-0.60, 0.00, 0.00], [-0.22, 0.09, -0.10], [-0.59, -0.20, 0.77], [-0.28, 0.00, -0.22], [-0.06, 0.13, -0.57], [-0.04, -0.12, -0.09], [-0.06, -0.34, -0.03], [1.25, -0.40, 0.25], [-0.25, 0.80, -1.17], [-0.13, 1.37, -0.10], [-0.36, -0.26, 0.49], [-0.48, 0.20, 0.58], [0.15, 0.17, -0.17], [-0.12, -0.46, 0.40], [-0.01, 0.22, 0.11], [-0.37, 0.40, 0.14], [-0.06, 0.57, 0.44], [-0.25, 0.60, -0.32], [-1.10, -0.45, -0.39], [-0.84, 0.19, -0.11], [-0.65, 0.17, -0.43], [-0.02, 0.38, 0.14], [-0.16, 0.29, 0.39], [1.06, -0.73, 0.10], [1.42, 0.21, 0.64], [0.88, -0.69, 0.29], [-1.08, 0.43, 0.05], [-0.30, 0.12, 0.05], [0.95, -1.01, 0.60], [0.43, -0.28, -0.63], [-0.59, 0.20, -1.09], [-0.50, -0.24, 0.30], [0.20, -0.65, 0.10], [0.46, -0.45, -0.57], [0.20, 0.12, -0.30], [0.88, -0.67, -0.19], [-0.08, -0.31, 0.12], [0.31, 0.13, 0.43], [0.10, -0.12, -0.19], [0.25, -0.41, 0.14], [-0.11, -0.15, 0.26], [-0.83, -0.06, -0.48], [0.45, -0.28, -0.06], [-0.43, 0.05, 0.48], [0.01, -0.73, 0.31], [0.54, -0.17, -0.65], [1.03, 0.62, 0.35], [-0.07, 0.76, 0.77], [-0.13, -0.26, 0.23], [0.53, 1.12, 1.03], [-0.40, 0.78, 0.14], [0.09, -0.14, -0.33], [-0.32, 0.38, 0.39], [-1.60, -0.40, 0.02], [0.12, -0.20, 0.00], [-0.20, -0.67, -0.22], [0.16, -0.83, 1.13], [-0.73, 1.22, -0.26], [0.66, 0.25, 0.99], [-0.38, 0.30, 0.64], [0.69, 0.35, -0.04], [1.28, -0.70, 0.75], [-0.16, 0.09, -0.33], [1.38, 0.08, -0.36], [0.02, -0.30, 0.22], [0.31, 0.09, 0.02], [-0.19, -0.01, 0.03], [0.89, 0.84, 0.37], [0.43, 0.45, 0.29], [-0.22, -0.46, -0.03], [0.58, -0.39, -0.89], [0.10, 0.14, -0.35], [-0.22, 0.22, 0.33], [-0.12, -0.41, 0.02], [0.33, 0.01, -0.25], [-0.68, 0.14, -0.36], [-0.68, 0.12, 0.12], [0.58, -0.45, -0.88], [-0.30, 1.36, 2.84], [0.33, -0.31, -0.33], [0.26, 0.37, 0.00], [0.11, -0.49, -0.03], [0.88, 0.99, 0.02], [0.69, -0.40, -1.04], [-0.07, -0.02, 0.26], [0.37, 0.12, -0.96], [-0.55, 0.39, 0.82], [-0.46, -0.51, -0.91], [0.53, -0.18, -0.36], [-0.24, -0.21, -0.41], [-1.13, 0.11, 0.18], [-0.49, 0.34, -0.32], [-0.31, 0.00, -0.20], [0.67, 0.33, -0.47], [-1.72, -0.40, 0.53], [0.22, -0.12, -0.22], [0.37, 0.23, 0.56], [-0.31, -0.40, -0.31]],
  "charge": 0,
  "homo_lumo_gap_ha": 0.311,
  "e_above_lowest_kcal_mol": 0.00,
  "e_tot_ha": -4634.94975,
  "lumo_energy_ev": 0.1073,
  "homo_energy_ev": -8.37
}